No. 1
Density functional theory data (ωB97M-V/def2-TZVPD) for 35 unconnected molecules or ions with the total composition C7H87N2O36PS in a non-equilibrium geometry.

XYZ file:
```
134
Properties=species:S:1:pos:R:3:forces:R:3
C 1.823853 -1.376582 1.341729 0.2 -0.5 1.1
C 2.176793 0.221093 1.447818 0.8 -1.4 1.1
S 1.760619 1.230672 -0.074606 -0.4 0.0 0.1
C 0.434029 0.427737 -1.124796 1.0 -0.1 -1.7
P -1.231162 0.126691 -0.240367 -0.4 -0.6 -1.0
C -1.593957 -1.380572 -1.353875 0.1 -1.0 -1.8
C -0.704788 -2.719182 -1.031352 -0.7 -1.1 -0.2
C -1.186563 -3.497055 0.362685 1.5 1.7 -0.3
N -2.461688 -4.294200 0.198867 0.2 2.0 0.2
C -2.910952 -0.203137 0.683500 0.1 -0.2 3.3
O -4.033525 0.566865 0.118134 1.2 -0.1 -0.4
N -5.145295 0.175119 0.766852 -1.9 -3.0 -2.2
O -5.688671 -0.739697 0.138876 1.0 2.6 2.1
H 2.189761 -1.865795 2.366329 -0.8 1.0 -2.2
H 0.684065 -1.631061 1.257460 2.2 0.7 0.1
H 2.378747 -1.953460 0.487219 -0.9 1.4 1.5
H 1.735038 0.690186 2.446635 0.6 -1.0 -2.3
H 3.361506 0.289933 1.578190 -2.7 -0.1 -0.5
H 0.205920 1.190038 -2.014506 0.8 -1.5 1.9
H 0.901857 -0.521450 -1.643217 -1.1 1.8 1.1
H -0.604930 0.115221 1.056497 -0.3 -0.1 -0.4
H -1.790061 1.410976 -0.684618 0.5 -0.8 0.4
H -2.744991 -1.675181 -1.351909 2.4 0.7 0.1
H -1.342916 -1.044344 -2.470710 -0.5 -0.8 2.5
H -0.899480 -3.471847 -1.936938 0.4 1.6 1.9
H 0.453648 -2.554975 -0.999538 -2.3 0.0 0.0
H -0.255756 -4.120519 0.709567 -2.0 0.8 -0.6
H -1.313529 -2.625808 1.167863 0.2 -1.8 -1.4
H -3.059560 -4.010270 1.030651 0.6 -0.6 -1.7
H -2.904476 -3.930714 -0.693973 0.4 -0.6 1.6
H -3.176059 -1.340352 0.759969 0.3 2.1 -0.1
H -2.733940 0.228914 1.780691 -0.5 -1.0 -2.0
O 5.424778 -0.778025 0.887858 0.5 0.2 -0.3
H 6.163769 -0.870967 1.507667 -0.1 0.1 0.1
H 5.845439 -0.811362 0.015548 -0.2 -0.1 0.2
O -0.575222 2.581975 3.073572 0.2 -0.2 0.1
H 0.163769 2.489033 3.693381 -0.1 0.2 -0.2
H -0.154561 2.548638 2.201262 0.0 0.0 0.1
O -5.305021 -0.836823 3.646295 -0.4 -0.4 0.0
H -6.006107 -1.292425 4.136006 0.1 0.2 0.0
H -5.454885 -1.098474 2.725387 -0.1 0.4 0.0
O -1.462356 -1.203757 -4.523993 0.0 0.2 -0.4
H -2.122341 -1.283551 -5.228949 -0.1 -0.1 0.2
H -0.633624 -1.473209 -4.947774 0.1 0.2 0.4
O -3.522457 -2.560634 -5.983779 -0.1 -0.2 -0.5
H -4.223543 -3.016235 -5.494068 0.1 -0.1 0.1
H -3.672321 -2.822285 -6.904687 0.0 0.2 0.3
O -8.016394 -0.828340 -1.878822 -0.1 0.2 0.4
H -8.696078 -0.241298 -1.515062 0.2 -0.2 -0.2
H -7.305850 -0.799729 -1.220566 -0.2 -0.1 -0.3
O -0.512428 -2.024009 -7.042388 -0.3 -0.6 0.3
H -1.213514 -2.479610 -6.552677 0.1 0.0 -0.2
H -0.662292 -2.285660 -7.963296 0.4 0.3 -0.1
O 1.374665 5.078501 3.356561 -0.3 0.1 0.3
H 1.088024 5.272036 4.261709 0.0 0.0 -0.3
H 0.549078 5.054523 2.849784 0.2 -0.1 0.1
O 1.561843 -2.321204 -4.754733 0.0 0.3 -0.2
H 2.100206 -1.553624 -4.999471 -0.2 -0.3 0.1
H 1.149718 -2.593325 -5.588457 0.1 0.1 0.0
O -5.255601 -4.736916 -4.509944 0.0 -0.4 0.2
H -4.918704 -4.917804 -3.619613 -0.1 0.1 -0.3
H -5.713929 -5.554111 -4.757171 0.1 0.3 0.0
O 7.392449 0.328737 3.083249 -0.1 0.3 0.1
H 7.158164 1.268686 3.105945 0.1 -0.3 -0.1
H 8.261154 0.293745 3.511175 0.0 0.0 -0.2
O -3.455601 3.930776 2.197549 -0.1 -0.4 -0.1
H -3.118704 3.749888 3.087881 0.0 0.0 -0.1
H -3.913929 3.113581 1.950322 0.1 0.3 0.1
O -3.806364 -3.189489 2.922716 -0.1 -0.3 0.2
H -4.486049 -2.602447 3.286476 0.5 0.1 0.1
H -3.095820 -3.160878 3.580972 -0.2 0.1 -0.2
O -0.306281 -4.105212 -9.512742 0.0 -0.5 -0.2
H -0.059092 -4.326138 -10.423236 -0.1 0.1 0.1
H -0.222861 -4.945407 -9.037237 0.0 0.4 -0.1
O -3.609448 3.782058 5.178179 -0.1 0.0 0.4
H -4.526185 3.519276 5.349788 0.2 0.1 -0.2
H -3.252600 3.974612 6.058277 0.0 -0.1 -0.3
O 0.271119 1.821036 -4.286418 0.4 -0.2 -0.4
H 1.089397 2.012111 -4.768932 -0.3 0.0 0.2
H -0.148749 1.119422 -4.806458 -0.1 0.1 0.3
O -2.284093 -0.178378 4.628055 0.0 0.3 -0.2
H -3.056409 0.298248 4.288547 0.2 -0.2 0.1
H -1.547731 0.433948 4.480340 -0.2 -0.1 0.0
O -2.628922 1.242773 -3.211872 -0.2 -0.1 0.3
H -2.470537 0.477600 -3.784876 0.1 0.2 0.1
H -2.688774 0.861156 -2.323177 -0.2 0.1 -0.4
O 0.415907 -3.297823 -12.586094 0.1 0.4 0.0
H -0.356409 -2.821197 -12.925603 0.2 -0.2 0.1
H 1.152269 -2.685497 -12.733810 -0.3 -0.1 -0.2
O 10.043415 0.495188 4.488117 0.1 -0.2 0.1
H 9.887806 0.857083 5.373401 0.2 0.1 -0.1
H 10.980545 0.248830 4.497469 -0.3 0.2 -0.1
O -6.504456 -5.066381 3.614041 0.3 -0.1 -0.2
H -5.672878 -4.608744 3.419213 0.0 -0.2 0.0
H -6.410899 -5.921599 3.168124 -0.1 0.3 0.2
O 10.344399 0.562207 7.389249 -0.1 -0.5 -0.1
H 10.681296 0.381319 8.279581 -0.2 0.3 0.0
H 9.886071 -0.254988 7.142022 0.1 0.1 0.2
O -5.014290 6.499727 4.749921 0.4 0.2 -0.2
H -4.675645 7.265288 4.261919 -0.2 -0.3 0.2
H -4.398298 5.786789 4.523503 -0.2 0.0 0.0
O 6.285257 2.352077 0.473179 -0.2 -0.2 -0.1
H 6.118064 1.449529 0.783606 -0.1 0.0 -0.1
H 5.908446 2.366040 -0.419463 0.0 0.1 0.4
O 10.092449 -2.566925 4.147169 0.3 0.2 0.2
H 9.858164 -1.626975 4.169866 0.0 -0.2 0.0
H 10.961154 -2.601916 4.575095 -0.3 -0.1 -0.2
O 3.585257 4.877652 5.814813 -0.1 -0.2 0.0
H 3.418064 3.975104 6.125240 -0.1 0.4 -0.2
H 3.208446 4.891615 4.922171 0.3 -0.1 0.1
O -0.204456 -1.245107 -9.708404 0.3 0.0 -0.6
H 0.627122 -0.787470 -9.903232 -0.3 -0.1 0.2
H -0.110899 -2.100325 -10.154322 0.0 0.2 0.3
O 10.315907 1.527523 10.369625 0.1 0.3 -0.3
H 9.543591 2.004150 10.030117 0.2 -0.2 0.1
H 11.052269 2.139850 10.221910 -0.2 -0.2 0.1
O 4.517371 2.923118 3.391384 0.5 -0.2 0.0
H 5.256363 2.830176 4.011194 -0.3 0.1 -0.1
H 4.938032 2.889780 2.519074 -0.2 0.1 0.0
O 1.293636 3.237992 7.428731 0.0 0.1 0.4
H 0.613951 3.825034 7.792490 0.3 -0.2 -0.2
H 2.004180 3.266603 8.086986 -0.3 0.0 -0.2
O -3.228922 4.491867 -2.073533 -0.1 -0.4 0.0
H -3.070537 3.726693 -2.646537 0.1 0.0 0.1
H -3.288774 4.110250 -1.184838 0.0 0.2 -0.2
O 2.747673 -3.386781 -10.563257 0.1 0.0 -0.5
H 2.087688 -3.466576 -11.268213 0.1 -0.2 0.4
H 3.576405 -3.656234 -10.987038 -0.2 0.1 0.2
O -6.606281 2.109885 2.982056 0.1 -0.3 -0.1
H -6.359092 1.888959 2.071562 -0.1 0.0 0.3
H -6.522861 1.269690 3.457561 0.1 0.2 -0.2
O -5.807551 4.953762 -3.693300 0.0 0.5 0.0
H -6.041836 5.893712 -3.670604 0.1 -0.4 0.0
H -4.938846 4.918771 -3.265374 -0.1 -0.1 0.2
```
Positions in Å, forces in eV/Å.

Properties
Kohn-Sham gap   6.838 eV
LUMO energy   -1.03 eV
Relative energy (zero: lowest compared OMol25 entry of this formula, charge and spin)   2.890 eV
Highest occupied orbital energy   -7.87 eV



No. 2
Density functional theory data (ωB97M-V/def2-TZVPD) for a molecular structure, C7H8AuN2O5 in a non-equilibrium geometry.

XYZ file:
```
23
Properties=species:S:1:pos:R:3:forces:R:3
Au -0.100492 0.063078 -0.157165 -1.5 1.4 -1.2
C 1.180524 -0.957663 1.331493 3.6 -3.5 2.6
O 1.947210 -1.700918 1.907734 -2.2 1.7 -2.7
C 0.609604 -1.337141 -1.318521 5.1 -9.9 -7.9
O 1.024741 -2.181803 -2.059641 -3.1 6.3 5.4
C 1.458504 1.186413 -0.504307 8.4 7.1 -2.1
O 2.382019 1.864010 -0.787923 -5.8 -4.3 1.6
C -1.515408 -1.128381 0.468436 -8.6 -6.2 3.5
O -2.394260 -1.853713 0.774538 5.5 4.4 -2.1
C -1.512024 1.513661 -1.020918 -0.4 -0.3 -1.7
H -2.448182 1.361728 -0.493875 -0.1 0.3 -0.1
H -1.015744 2.476728 -0.962850 -0.3 0.1 0.0
C -1.101784 0.570685 -2.010096 -2.0 2.4 -0.5
H -0.309052 0.830519 -2.705038 -0.1 0.0 -0.2
H -1.736182 -0.280609 -2.237850 0.0 0.1 -0.2
N 0.480490 -0.912677 4.052699 0.4 0.8 -1.2
C 1.215243 -0.190807 3.261205 -2.2 2.8 -0.1
N 2.295109 0.503775 3.458472 -1.2 -0.5 -0.7
O 0.544259 0.130720 1.974294 2.9 -2.2 3.5
H 0.783172 -0.930298 4.983623 0.2 -0.7 2.0
H -0.369676 -1.390606 3.764353 0.2 0.2 0.3
H 2.759228 1.053722 2.739721 -0.1 0.0 0.4
H 2.615805 0.501113 4.383497 1.4 0.2 1.6
```
Positions in Å, forces in eV/Å.

Properties
Kohn-Sham gap (spin up / spin down)   7.868 / 7.032 eV
Charge   +3
LUMO energy (spin up / spin down)   -12.63 / -15.82 eV
Relative energy (zero: lowest compared OMol25 entry of this formula, charge and spin)   3.715 eV
Highest occupied orbital energy (spin up / spin down)   -20.50 / -22.85 eV
Multiplicity   3



No. 3
Density functional theory data (ωB97M-V/def2-TZVPD) for a single C7H8BNO2 molecule in a non-equilibrium geometry.

XYZ file:
```
19
Properties=species:S:1:pos:R:3:forces:R:3
C 0.213990 -2.132085 -1.765122 1.6 -3.1 -1.7
C 0.022023 -1.179806 -0.909973 -1.2 0.8 1.6
C -0.030634 0.292819 -1.039633 0.2 0.1 3.1
B -0.063417 0.605537 -2.384146 -1.4 0.3 -1.2
O -0.199891 0.549473 -3.653146 1.8 0.9 0.2
C -0.080324 1.053381 0.225039 -0.6 1.8 -0.8
C 0.592910 0.523240 1.417437 -2.2 0.4 1.4
C 0.098551 0.542682 2.679772 1.0 -0.7 0.3
C -0.716783 2.332045 0.472571 1.7 -3.9 -2.9
N -1.654004 2.973834 -0.179733 -2.0 1.6 1.0
O -2.049010 3.000366 -1.328224 1.0 -1.0 -1.0
H 0.169350 -3.195330 -1.288139 0.0 1.9 -1.7
H 0.620121 -1.927302 -2.795292 -0.5 -0.7 1.0
H -0.367122 -1.638381 -0.009038 0.1 0.9 0.8
H -0.748223 0.227447 -4.337976 -1.1 -0.4 -0.5
H 1.524219 0.102280 1.276274 1.8 -1.1 -0.5
H 0.661251 0.051115 3.561793 -0.9 1.1 -1.7
H -0.877138 0.969735 2.899554 0.1 -0.2 0.0
H -0.533879 2.682644 1.407709 0.4 1.3 2.5
```
Positions in Å, forces in eV/Å.

Properties
Kohn-Sham gap (spin up / spin down)   7.409 / 6.559 eV
LUMO energy (spin up / spin down)   -0.62 / -0.45 eV
Relative energy (zero: lowest compared OMol25 entry of this formula, charge and spin)   8.799 eV
Highest occupied orbital energy (spin up / spin down)   -8.03 / -7.01 eV



No. 4
Density functional theory data (ωB97M-V/def2-TZVPD) for a single C7H8BrIO molecule in a non-equilibrium geometry.

XYZ file:
```
18
Properties=species:S:1:pos:R:3:forces:R:3
C -2.870527 -1.441374 -1.432002 0.5 1.1 -0.3
C -2.222923 -0.449802 -2.035072 -1.6 -2.5 -1.0
C -0.166682 0.890296 -0.298060 -3.1 2.2 0.4
C 0.864134 0.040192 -0.251140 2.2 -1.6 0.1
C -2.752462 -1.513148 0.069352 -0.5 -2.8 2.2
C -1.475229 0.325719 -0.014494 0.9 3.5 2.4
C 2.323500 0.393397 -0.413610 1.5 1.1 1.9
O -1.558547 -0.909961 0.549429 -0.2 0.1 -1.3
Br -4.263175 -2.772245 -2.052865 0.8 0.9 0.0
I -1.823945 0.587562 -3.714237 -0.2 -0.4 0.3
H -0.025406 2.059193 -0.482502 -0.6 -2.8 0.3
H 0.581879 -1.011309 -0.028745 0.6 0.8 -0.2
H -3.642461 -1.013302 0.557190 0.7 -0.4 -0.6
H -2.697951 -2.627562 0.524615 -0.3 2.5 -1.4
H -2.450679 0.909176 0.192134 1.7 -0.5 -0.8
H 2.804079 1.014611 0.459330 -1.5 -0.6 -1.1
H 3.038581 -0.436004 -0.309714 -0.7 -0.2 -0.8
H 2.578624 1.027907 -1.276215 -0.3 -0.5 0.0
```
Positions in Å, forces in eV/Å.

Properties
Kohn-Sham gap (spin up / spin down)   6.193 / 7.075 eV
LUMO energy (spin up / spin down)   0.13 / -2.15 eV
Highest occupied orbital energy (spin up / spin down)   -6.06 / -9.23 eV
Multiplicity   3